1.
DFT (ωB97M-V with the def2-TZVPD basis set) results for a structure of composition C35H36CuGeN3O2Se.

ORCA input file:
```
! wB97M-V def2-TZVPD RIJCOSX def2/J DEFGRID3
* xyz -1 2
Cu 0.709 0.047 0.298
C -1.487 -2.081 -2.564
C -0.225 -1.634 -1.880
O -0.419 -0.671 -1.008
C 0.981 -2.147 -2.209
C 2.208 -1.693 -1.541
C 3.253 -0.983 -2.371
N 2.495 -1.886 -0.304
N 1.773 -2.846 0.387
C 0.992 -2.482 1.332
O 0.582 -1.273 1.629
C 0.416 -3.563 2.204
C 0.905 -4.865 2.160
C 0.348 -5.851 2.962
C -0.703 -5.548 3.822
C -1.187 -4.248 3.876
C -0.628 -3.261 3.071
H -2.060 -1.209 -2.896
H -1.267 -2.721 -3.419
H -2.115 -2.631 -1.858
H 1.061 -2.816 -3.058
H 2.796 -0.435 -3.194
H 3.842 -0.301 -1.762
H 3.938 -1.723 -2.798
H 1.723 -5.084 1.486
H 0.737 -6.862 2.919
H -1.139 -6.320 4.444
H -1.998 -3.999 4.551
H -0.995 -2.243 3.107
C 0.194 4.437 -3.408
C 0.343 2.933 -3.142
C 1.730 2.648 -2.548
C 0.166 2.145 -4.445
C -0.689 2.501 -2.184
C -1.477 2.092 -1.369
H 0.955 4.765 -4.122
H 0.319 5.001 -2.482
H -0.793 4.662 -3.818
H 2.503 2.920 -3.274
H 1.838 1.591 -2.299
H 1.888 3.214 -1.630
H 0.949 2.425 -5.155
H -0.807 2.352 -4.897
H 0.231 1.071 -4.254
Se 1.518 2.080 1.189
C 3.394 2.166 0.896
C 4.005 3.418 0.883
C 5.372 3.509 0.681
N 6.178 2.459 0.503
C 5.582 1.262 0.530
C 4.222 1.060 0.719
H 3.414 4.315 1.023
H 5.848 4.485 0.657
H 6.233 0.403 0.397
H 3.823 0.050 0.726
Ge -2.718 1.493 -0.066
C -2.135 1.989 1.727
C -1.450 1.137 2.598
C -1.138 1.543 3.891
C -1.506 2.805 4.334
C -2.172 3.670 3.475
C -2.484 3.262 2.184
C -3.431 -0.314 -0.121
C -2.844 -1.409 0.524
C -3.452 -2.656 0.493
C -4.646 -2.835 -0.197
C -5.235 -1.760 -0.846
C -4.633 -0.506 -0.799
H -3.968 2.372 -0.337
H -1.114 0.157 2.280
H -0.592 0.872 4.544
H -1.271 3.117 5.345
H -2.443 4.665 3.806
H -3.002 3.947 1.522
H -1.884 -1.317 1.016
H -2.978 -3.491 0.996
H -5.108 -3.815 -0.239
H -6.164 -1.893 -1.387
H -5.108 0.330 -1.301
*
```

Summary:
⟨S²⟩: 0.75
energy relative to the best compared isomer or geometry (same formula, charge and spin): 98.5 kJ/mol
molar mass: 745.8 g/mol
E_tot: -211946.50348 eV
frontier orbital gap (alpha / beta): 7.6654 / 6.4462 eV

Here are the Mulliken charges for atoms 1 to 5, given in e: number 1, Cu, carries 0.922; number 2, C, carries -1.352; number 3, C, carries 0.875; number 4, O, carries 0.815; number 5, C, carries -1.509

***

2.
DFT (ωB97M-V with the def2-TZVPD basis set) results for a structure of composition C35H36IrN6O6S2.

ORCA input file:
```
! wB97M-V def2-TZVPD RIJCOSX def2/J DEFGRID3
* xyz 0 2
Ir -0.439 0.226 -0.094
O -1.618 1.510 4.157
C -2.107 0.304 4.496
C -2.563 0.165 5.809
C -3.070 -1.038 6.252
C -3.142 -2.136 5.396
C -2.689 -2.011 4.101
C -2.154 -0.806 3.628
C -1.608 -0.727 2.265
O -1.138 0.420 1.885
N -1.544 -1.840 1.554
N -0.972 -1.593 0.354
C -0.686 -2.506 -0.507
C 0.084 -2.049 -1.649
C 0.566 -2.894 -2.637
C 1.411 -2.386 -3.609
C 1.772 -1.051 -3.566
C 1.238 -0.245 -2.578
N 0.403 -0.723 -1.660
H -1.462 1.525 3.187
H -2.515 1.032 6.455
H -3.425 -1.123 7.271
H -3.555 -3.074 5.741
H -2.741 -2.845 3.414
H -0.910 -3.549 -0.333
H 0.289 -3.938 -2.625
H 1.797 -3.034 -4.385
H 2.445 -0.621 -4.293
H 1.473 0.806 -2.494
S 1.757 -0.006 0.915
C 1.479 -1.033 2.249
N 1.065 -0.633 3.425
C 1.002 -1.620 4.499
C 0.916 -2.975 3.800
S 1.766 -2.739 2.204
H 0.826 0.343 3.560
H 0.125 -1.435 5.118
H 1.903 -1.539 5.112
H -0.117 -3.253 3.598
H 1.410 -3.755 4.373
O -0.983 3.202 0.835
C -0.123 3.147 -0.026
O 0.316 2.072 -0.596
C 0.532 4.403 -0.549
C -0.002 5.639 -0.204
C 0.564 6.811 -0.684
C 1.676 6.762 -1.509
C 2.192 5.520 -1.838
C 1.641 4.338 -1.379
N 3.367 5.452 -2.718
O 3.775 4.352 -3.039
O 3.870 6.498 -3.078
H -0.866 5.655 0.446
H 0.138 7.769 -0.415
H 2.141 7.656 -1.898
H 2.067 3.389 -1.661
C -0.728 2.120 -3.487
C -1.966 1.352 -3.916
C -1.739 -0.139 -4.175
C -3.147 1.560 -2.992
C -4.291 2.055 -3.616
C -5.485 2.249 -2.959
C -5.518 1.939 -1.613
C -4.423 1.440 -0.926
C -4.655 1.126 0.539
C -3.762 1.951 1.457
C -4.614 -0.379 0.804
C -3.183 1.190 -1.610
N -2.226 0.417 -1.003
H 0.059 2.038 -4.244
H -0.343 1.779 -2.536
H -0.964 3.179 -3.364
H -2.262 1.788 -4.874
H -1.597 -0.683 -3.241
H -0.868 -0.305 -4.817
H -2.612 -0.568 -4.668
H -4.221 2.300 -4.670
H -6.356 2.632 -3.473
H -6.435 2.092 -1.054
H -5.676 1.455 0.754
H -2.709 1.790 1.263
H -3.971 1.721 2.507
H -3.944 3.017 1.305
H -3.673 -0.813 0.472
H -5.417 -0.881 0.261
H -4.735 -0.593 1.870
*
```

Summary:
⟨S²⟩: 0.76
energy relative to the best compared isomer or geometry (same formula, charge and spin): 41.3 kJ/mol
molar mass: 893.1 g/mol
E_tot: -82612.34070 eV
frontier orbital gap (alpha / beta): 5.4511 / 5.1000 eV

Here are the Mulliken charges for atoms 1 to 5, given in e: number 1, Ir, carries 1.721; number 2, O, carries -0.736; number 3, C, carries 0.598; number 4, C, carries -0.733; number 5, C, carries -0.517

***

3.
DFT (ωB97M-V with the def2-TZVPD basis set) results for a structure of composition C35H37BO3 in a non-equilibrium geometry.

ORCA input file:
```
! wB97M-V def2-TZVPD RIJCOSX def2/J DEFGRID3
* xyz 0 1
C 2.871 2.231 3.871
C 1.402 1.920 3.970
C 0.980 1.426 5.368
C 0.407 3.027 3.390
C -0.170 3.956 4.438
C 1.011 3.778 2.207
O -0.712 2.239 2.906
B -0.246 0.950 3.075
C -1.139 -0.196 3.536
C -0.568 -1.455 3.786
C -1.314 -2.429 4.443
C -2.653 -2.184 4.762
C -3.243 -0.956 4.440
C -2.504 0.019 3.777
C -0.520 0.525 -0.159
C -1.414 -0.588 0.233
C 0.890 0.466 -0.116
C 1.602 1.496 -0.806
C 2.907 1.291 -1.229
C 3.635 0.176 -0.788
C 3.018 -0.740 0.080
C 1.689 -0.586 0.451
O 1.135 0.805 3.093
H 3.092 3.110 4.485
H 3.443 1.379 4.252
H 3.179 2.422 2.836
H 1.194 2.162 6.142
H -0.097 1.186 5.406
H 1.512 0.489 5.578
H 0.630 4.533 4.909
H -0.887 4.637 3.969
H -0.699 3.374 5.204
H 1.822 4.433 2.546
H 1.406 3.078 1.456
H 0.239 4.399 1.736
H 0.462 -1.649 3.494
H -0.845 -3.380 4.704
H -3.239 -2.952 5.275
H -4.283 -0.755 4.706
H -2.959 0.956 3.465
H -0.878 1.509 0.197
H -2.310 -0.192 0.737
H -1.781 -1.159 -0.641
H -0.896 -1.339 0.835
H 1.037 2.377 -1.118
H 3.376 2.023 -1.887
H 4.655 0.006 -1.135
H 3.618 -1.559 0.492
H 1.230 -1.306 1.133
C 0.129 -6.086 -5.155
C -0.679 -5.856 -4.028
C -1.064 -4.552 -3.692
C -0.612 -3.441 -4.459
C -0.789 -2.053 -4.081
O -0.322 -1.186 -5.035
C -0.456 0.186 -4.886
C -1.142 0.697 -3.776
C -1.576 2.048 -3.797
C -1.265 2.854 -4.876
C -0.518 2.335 -5.953
C -0.144 0.993 -5.984
C -1.526 -0.197 -2.775
C -1.460 -1.577 -2.967
C 0.119 -3.710 -5.634
C 0.514 -5.004 -5.956
H 0.452 -7.097 -5.413
H -0.985 -6.702 -3.416
H -1.692 -4.369 -2.815
H -2.241 2.369 -2.987
H -1.602 3.898 -4.890
H -0.214 3.001 -6.758
H 0.392 0.564 -6.832
H -2.028 0.259 -1.928
H -1.942 -2.290 -2.300
H 0.432 -2.889 -6.274
H 1.134 -5.147 -6.836
*
```

Summary:
energy relative to the best compared isomer or geometry (same formula, charge and spin): 174.9 kJ/mol
molar mass: 516.5 g/mol
E_tot: -43712.96959 eV
frontier orbital gap: 3.9975 eV

Here are the Mulliken charges for atoms 1 to 5, given in e: number 1, C, carries -1.862; number 2, C, carries 0.970; number 3, C, carries -1.582; number 4, C, carries 1.932; number 5, C, carries -1.869